{"formula": "C22H60O8", "method": "ωB97M-V/def2-TZVPD", "species": ["C", "C", "C", "O", "H", "H", "H", "H", "H", "H", "H", "H", "C", "C", "C", "O", "H", "H", "H", "H", "H", "H", "H", "H", "C", "C", "C", "O", "H", "H", "H", "H", "H", "H", "H", "H", "C", "C", "C", "O", "H", "H", "H", "H", "H", "H", "H", "H", "C", "C", "C", "O", "H", "H", "H", "H", "H", "H", "H", "H", "C", "C", "C", "O", "H", "H", "H", "H", "H", "H", "H", "H", "C", "C", "C", "O", "H", "H", "H", "H", "H", "H", "H", "H", "C", "O", "H", "H", "H", "H"], "coordinates": [[-4.2151, -1.8554, 0.5622], [-3.9210, -0.5169, -0.1111], [-4.9062, 0.5232, 0.3585], [-2.6293, -0.1327, 0.2712], [-5.1037, -2.2742, 0.0672], [-4.3013, -1.6231, 1.6293], [-3.3417, -2.4956, 0.5247], [-3.9806, -0.5452, -1.1749], [-5.8909, 0.1371, 0.2875], [-4.8687, 1.5194, -0.1744], [-4.7116, 0.6973, 1.4388], [-1.9417, -0.7095, -0.0836], [0.5677, -2.6154, -2.6530], [-0.8525, -3.1749, -2.5799], [-0.9743, -4.3317, -1.6211], [-1.7690, -2.2036, -2.1067], [0.8465, -2.2791, -1.6175], [0.6936, -1.7654, -3.2736], [1.3157, -3.3363, -2.9178], [-1.1834, -3.6201, -3.5451], [-0.2428, -5.1221, -1.7350], [-1.9786, -4.7790, -1.6695], [-0.8539, -3.9370, -0.6140], [-1.8050, -1.4601, -2.7462], [-1.3230, 4.6882, -0.3772], [-2.2802, 3.6620, -0.8349], [-2.7801, 3.9540, -2.2989], [-1.6069, 2.3581, -0.6950], [-1.0521, 4.7344, 0.7143], [-1.5627, 5.7056, -0.7033], [-0.3414, 4.6005, -0.9316], [-3.0157, 3.6202, -0.0450], [-3.2933, 3.0696, -2.6001], [-1.9834, 4.2538, -2.9433], [-3.5034, 4.8315, -2.2837], [-2.2427, 1.7619, -0.2465], [1.4350, 3.1609, 2.8294], [2.5824, 2.2003, 2.5982], [3.9704, 2.8011, 2.9466], [2.4141, 1.1242, 3.4265], [1.5711, 3.4521, 3.8846], [0.4115, 2.7580, 2.6414], [1.4218, 4.0616, 2.1751], [2.5894, 1.7968, 1.5133], [4.6660, 2.1571, 2.4673], [4.2165, 2.9167, 3.9879], [3.9826, 3.7845, 2.4759], [1.5564, 0.6659, 3.3420], [0.6030, 1.4388, -4.4514], [-0.9697, 1.3735, -4.5245], [-1.4271, 0.5529, -5.6892], [-1.5346, 0.8033, -3.4033], [0.9443, 1.0400, -3.4852], [1.1132, 2.4477, -4.5088], [0.9835, 0.6609, -5.1126], [-1.2481, 2.4512, -4.6759], [-1.6017, -0.4434, -5.2712], [-0.6143, 0.5238, -6.4376], [-2.3855, 0.8435, -6.0687], [-1.2688, 1.2837, -2.5723], [4.0110, -1.9897, 0.2897], [4.0685, -1.2998, 1.6733], [4.2456, -2.3492, 2.7995], [5.1369, -0.3928, 1.7081], [4.1691, -1.2104, -0.4050], [3.0305, -2.3933, 0.1437], [4.7583, -2.7834, 0.2697], [3.1241, -0.7691, 1.9315], [5.2329, -2.9488, 2.6398], [3.3595, -2.9173, 2.9112], [4.4338, -1.9554, 3.8037], [5.8957, -0.8732, 1.9346], [0.8117, -3.1975, 4.0776], [0.3614, -1.9807, 3.2430], [-1.1259, -2.0726, 2.9124], [0.3379, -0.7798, 4.0130], [0.6145, -4.0753, 3.4571], [0.2596, -3.2629, 5.0146], [1.9234, -3.1285, 4.3652], [0.9751, -1.8810, 2.3217], [-1.5996, -2.2283, 3.8368], [-1.3873, -2.8097, 2.1705], [-1.4457, -1.0901, 2.4444], [1.0432, -0.7726, 4.6484], [1.0334, 0.3506, -0.5138], [1.1927, 1.6436, -1.0483], [0.1956, 0.2600, 0.2557], [0.7587, -0.2461, -1.3397], [1.9388, -0.0274, 0.0473], [0.2677, 1.9859, -0.9645]], "lowdin_charge": [-0.04, -0.51, -0.05, -0.08, 0.09, 0.09, 0.06, 0.12, 0.07, 0.09, 0.10, 0.07, -0.04, -0.49, -0.06, -0.06, 0.08, 0.05, 0.07, 0.14, 0.08, 0.09, 0.07, 0.08, -0.09, -0.43, -0.03, -0.10, 0.09, 0.08, 0.10, 0.13, 0.06, 0.06, 0.10, 0.07, -0.06, -0.53, -0.03, -0.07, 0.09, 0.08, 0.08, 0.14, 0.05, 0.08, 0.08, 0.06, -0.03, -0.52, -0.05, -0.07, 0.05, 0.10, 0.06, 0.13, 0.08, 0.09, 0.07, 0.09, -0.04, -0.49, -0.06, -0.02, 0.06, 0.06, 0.08, 0.11, 0.11, 0.03, 0.08, 0.06, -0.05, -0.47, -0.05, -0.06, 0.08, 0.08, 0.09, 0.13, 0.07, 0.07, 0.09, 0.08, -0.16, -0.14, 0.10, 0.03, 0.08, 0.05], "orbital_gap_ha": 0.3731, "homo_ev": -9.4}

---

{"formula": "C22H61N3O10", "method": "ωB97M-V/def2-TZVPD", "species": ["C", "O", "C", "C", "N", "C", "C", "O", "C", "H", "H", "H", "H", "H", "H", "H", "H", "H", "H", "H", "H", "H", "H", "H", "C", "O", "C", "C", "N", "C", "C", "O", "C", "H", "H", "H", "H", "H", "H", "H", "H", "H", "H", "H", "H", "H", "H", "H", "C", "O", "C", "C", "N", "C", "C", "O", "C", "H", "H", "H", "H", "H", "H", "H", "H", "H", "H", "H", "H", "H", "H", "H", "C", "O", "H", "H", "H", "H", "C", "O", "H", "H", "H", "H", "C", "O", "H", "H", "H", "H", "C", "O", "H", "H", "H", "H"], "coordinates": [[-0.3084, 3.4923, 2.4444], [0.2535, 4.4570, 3.4245], [1.6977, 4.3756, 3.6592], [2.4468, 4.7128, 2.3560], [3.8329, 4.1464, 2.1874], [4.4606, 4.5238, 0.9179], [3.8679, 3.6773, -0.2713], [2.7103, 4.3901, -0.8824], [2.1988, 3.7990, -2.0591], [0.4159, 2.6777, 2.4358], [-0.3423, 4.0011, 1.4811], [-1.2861, 3.1048, 2.7308], [1.9128, 3.3597, 3.9906], [2.0190, 5.0650, 4.4399], [2.3509, 5.7654, 2.0897], [1.9306, 4.3216, 1.4793], [4.4190, 4.4564, 2.9493], [5.5432, 4.4727, 1.0338], [4.3522, 5.5749, 0.6505], [3.6011, 2.7081, 0.1500], [4.6568, 3.5419, -1.0112], [2.8822, 3.9757, -2.8896], [1.2892, 4.3572, -2.2806], [1.9466, 2.7388, -2.0353], [-3.2175, -5.7334, -2.4327], [-4.4624, -5.5042, -1.8794], [-5.0539, -4.2534, -2.2544], [-4.2677, -3.0311, -1.6796], [-4.2503, -3.2129, -0.2137], [-3.2720, -2.2499, 0.3829], [-3.1224, -2.7371, 1.8456], [-2.3706, -3.9244, 1.8445], [-1.5539, -4.1070, 3.0779], [-3.1589, -5.8438, -3.5155], [-2.8273, -6.6620, -2.0162], [-2.6083, -4.8718, -2.1596], [-6.0828, -4.2738, -1.8951], [-5.1511, -4.1761, -3.3374], [-4.7900, -2.0967, -1.8852], [-3.2357, -2.9403, -2.0185], [-3.9598, -4.1713, -0.0833], [-3.5435, -1.2120, 0.1903], [-2.3192, -2.3363, -0.1393], [-3.9993, -3.0569, 2.4085], [-2.5755, -2.0314, 2.4708], [-2.0909, -4.5977, 3.8897], [-0.9908, -3.2887, 3.5267], [-0.9312, -4.9701, 2.8427], [-2.1022, 1.0035, -1.2624], [-1.2553, 0.2619, -0.4158], [0.1403, 0.4535, -0.5952], [0.9029, -0.0118, 0.6509], [0.3024, -1.2636, 1.0605], [0.6407, -2.4987, 0.4176], [2.0773, -2.8886, 0.6120], [2.9547, -2.1837, -0.2353], [4.3655, -2.6554, -0.0385], [-2.0969, 0.3957, -2.1672], [-1.7262, 2.0251, -1.3180], [-3.1035, 1.0852, -0.8396], [0.1989, 1.5393, -0.6713], [0.3627, -0.1997, -1.4390], [0.6954, 0.8356, 1.3044], [1.9765, -0.0677, 0.4710], [-0.5655, -1.0614, 0.5850], [0.4650, -2.4157, -0.6549], [0.0859, -3.3851, 0.7254], [2.2261, -3.9619, 0.4938], [2.4150, -2.5793, 1.6011], [4.5550, -2.8660, 1.0141], [5.0044, -1.9413, -0.5580], [4.3432, -3.6148, -0.5554], [3.0072, -1.4349, -3.8857], [1.9255, -1.4781, -2.9473], [3.8864, -0.9701, -3.4395], [3.1902, -2.4867, -4.1058], [2.9125, -0.7654, -4.7406], [2.2802, -1.8174, -2.1222], [3.1315, 0.2868, 3.1318], [1.9370, -0.2383, 3.6325], [3.6503, -0.4232, 2.4877], [2.9762, 1.2221, 2.5941], [3.7890, 0.5472, 3.9613], [1.4530, -0.5056, 2.8477], [-5.6961, 4.1389, 0.9722], [-5.2491, 3.1028, 0.2121], [-5.7986, 5.1193, 0.5070], [-6.6731, 3.9275, 1.4067], [-4.9086, 4.3268, 1.7019], [-5.2243, 2.2715, 0.6915], [-0.1803, 1.1285, -4.4011], [-0.2585, -0.2233, -3.9223], [0.4488, 1.0456, -5.2874], [-1.2311, 1.4000, -4.5017], [0.3013, 1.7542, -3.6496], [0.4523, -0.3465, -3.2889]], "lowdin_charge": [-0.05, -0.22, -0.17, -0.19, -0.07, -0.21, -0.15, -0.21, -0.13, 0.06, 0.08, 0.09, 0.11, 0.12, 0.12, 0.08, 0.10, 0.11, 0.11, 0.11, 0.11, 0.08, 0.09, 0.06, -0.13, -0.20, -0.18, -0.20, -0.05, -0.16, -0.22, -0.22, -0.07, 0.09, 0.09, 0.07, 0.12, 0.11, 0.12, 0.10, 0.09, 0.10, 0.09, 0.12, 0.11, 0.07, 0.09, 0.08, -0.07, -0.24, -0.18, -0.18, -0.02, -0.19, -0.23, -0.25, -0.02, 0.09, 0.09, 0.08, 0.12, 0.10, 0.10, 0.12, 0.06, 0.12, 0.12, 0.13, 0.12, 0.08, 0.09, 0.08, -0.11, -0.15, 0.07, 0.09, 0.08, 0.04, -0.19, -0.11, 0.07, 0.05, 0.08, 0.02, -0.21, -0.11, 0.08, 0.08, 0.08, 0.08, -0.13, -0.16, 0.08, 0.08, 0.06, 0.00], "orbital_gap_ha": 0.3354, "homo_ev": -8.7}

---

no.,total energy (eV)
1,-40164.8149
2,-48739.4485